Computed, not measured: a structure of composition C26H35CrN3O6PS in a non-equilibrium geometry, with ωB97M-V/def2-TZVPD.

## Properties
2S+1 = 2
Largest force on an atom = 0.0295 hartree/bohr
Energy above the lowest of the compared OMol25 structures with the same formula, charge and spin = 28.88 kcal per mole
Net charge = +2
Orbital gap (alpha / beta) = 7.0810 / 7.6354 eV
HOMO energy (alpha / beta) = -14.251 / -14.247 eV
Expectation value of S² = 0.764

Positions of all 73 atoms, in Å:
Cr (-0.241936, 0.353211, -1.253189)
C (0.219676, 3.094690, 0.340732)
C (-1.167059, 2.659007, 0.685109)
O (-1.701073, 2.340962, -0.583811)
C (-3.046987, 1.900177, -0.723890)
C (-3.175787, 1.635226, -2.196730)
O (-1.891378, 1.149339, -2.583489)
C (-1.705450, 0.995730, -3.989573)
C (-0.215935, 0.757491, -4.218794)
O (0.548651, 1.120633, -3.040663)
C (0.850433, 2.524412, -2.885427)
C (1.617402, 2.585622, -1.609647)
O (0.768463, 2.093679, -0.544408)
H (0.186642, 4.041197, -0.193905)
H (0.848493, 3.192118, 1.220261)
H (-1.160201, 1.788061, 1.335177)
H (-1.701696, 3.469131, 1.181302)
H (-3.216884, 0.990922, -0.158898)
H (-3.757930, 2.659519, -0.404265)
H (-3.947239, 0.893154, -2.388815)
H (-3.391209, 2.540563, -2.762935)
H (-2.270720, 0.144681, -4.358727)
H (-2.058986, 1.897769, -4.481850)
H (-0.015465, -0.289345, -4.388640)
H (0.155555, 1.326065, -5.064983)
H (1.448932, 2.867231, -3.725096)
H (-0.075984, 3.093508, -2.824575)
H (2.474217, 1.922713, -1.654340)
H (1.964855, 3.590637, -1.397323)
O (-2.971356, -2.064626, -2.252253)
C (-1.968689, -1.875553, -1.635119)
O (-0.927719, -1.149320, -2.143060)
C (-1.674265, -2.402520, -0.256679)
P (-1.071227, -0.983328, 0.732314)
C (0.401328, -1.517084, 1.653766)
C (0.915100, -0.610544, 2.581784)
C (2.029015, -0.937193, 3.336302)
C (2.649706, -2.170817, 3.159518)
C (2.148804, -3.071789, 2.231095)
C (1.022703, -2.746890, 1.478220)
C (-2.299606, -0.863462, 2.096782)
C (-2.486853, -2.060621, 2.799238)
C (-3.375745, -2.125998, 3.856358)
C (-4.086972, -0.994586, 4.243101)
C (-3.893554, 0.200263, 3.573028)
C (-3.002560, 0.267150, 2.503797)
H (-0.887743, -3.148552, -0.362259)
H (-2.549144, -2.859828, 0.183327)
H (0.432258, 0.350854, 2.733769)
H (2.409526, -0.236324, 4.069990)
H (3.513298, -2.435268, 3.758995)
H (2.622659, -4.038633, 2.099372)
H (0.641236, -3.473188, 0.768689)
H (-1.930579, -2.950828, 2.527223)
H (-3.508406, -3.062420, 4.386382)
H (-4.784668, -1.047427, 5.071188)
H (-4.432951, 1.091081, 3.877467)
H (-2.862613, 1.221051, 2.030777)
C (5.592196, 0.523275, 0.402529)
C (4.540850, -0.382853, 1.062048)
C (3.431487, -0.735182, 0.117148)
N (2.343214, -0.078161, -0.003454)
N (1.499511, -0.613129, -0.985689)
C (2.024302, -1.681384, -1.613393)
N (1.456780, -2.375116, -2.590579)
S (3.574446, -2.075577, -1.002623)
H (6.381440, 0.762033, 1.114970)
H (5.138804, 1.458526, 0.070867)
H (6.056093, 0.038786, -0.459107)
H (4.087779, 0.111259, 1.920589)
H (5.011902, -1.299356, 1.420462)
H (0.512422, -2.144004, -2.871610)
H (1.936391, -3.150821, -3.013878)

Atoms 1-3, force components in eV/Å:
-0.8 1.2 -0.4
0.3 0.0 -0.1
-0.2 0.1 0.0



Computed, not measured: a cluster of 19 separate species, C22H78F3O20 in total in a non-equilibrium geometry, with ωB97M-V/def2-TZVPD.

## Properties
Largest force on an atom = 0.0967 hartree/bohr
Energy above the lowest of the compared OMol25 structures with the same formula, charge and spin = 54.08 kcal per mole
Net charge = -1
Orbital gap = 8.6065 eV
HOMO energy = -6.669 eV

Positions of all 123 atoms, in Å:
C (-6.104272, -8.174792, -3.031117)
C (-5.261865, -8.654588, -1.906413)
O (-5.125052, -7.545643, -1.060108)
C (-4.396918, -7.885786, 0.034669)
O (-3.051383, -7.785565, -0.106484)
C (-4.918966, -6.880256, 1.150895)
F (-3.950026, -6.891066, 2.094900)
F (-5.048335, -5.605989, 0.721816)
F (-6.114323, -7.416944, 1.580746)
H (-7.119960, -7.869355, -2.760855)
H (-6.260128, -8.924762, -3.766679)
H (-5.551821, -7.378857, -3.564464)
H (-4.323937, -8.949153, -2.272008)
H (-5.709593, -9.429083, -1.361130)
H (-4.523828, -8.868322, 0.360831)
C (-7.038760, -4.574814, -0.734418)
O (-7.446481, -5.876679, -1.009140)
H (-7.881457, -3.846378, -0.842348)
H (-6.154417, -4.127210, -1.111885)
H (-6.924704, -4.508117, 0.329387)
H (-6.674837, -6.411097, -0.803518)
C (-8.836957, -10.817885, -4.245616)
O (-8.344983, -10.594273, -2.895946)
H (-8.587637, -9.987182, -4.728505)
H (-9.863480, -11.012287, -4.341518)
H (-8.199264, -11.625202, -4.736878)
H (-8.529664, -11.354173, -2.311534)
C (-8.761258, -8.242156, 4.531837)
O (-7.678831, -7.539182, 3.919951)
H (-9.279997, -8.932960, 3.869543)
H (-9.537832, -7.513580, 4.866713)
H (-8.565637, -8.779223, 5.404131)
H (-6.894494, -7.845905, 4.388552)
C (-4.334750, -11.696323, -1.264469)
O (-3.683467, -11.211194, -0.174373)
H (-5.458993, -11.574268, -1.302091)
H (-4.109468, -12.713272, -1.371667)
H (-3.809705, -11.026488, -2.067198)
H (-3.702484, -10.261661, -0.387306)
C (-9.027164, -6.787491, -4.510473)
O (-9.447609, -6.228184, -3.279130)
H (-8.504013, -7.731193, -4.368437)
H (-8.464491, -6.063921, -5.066683)
H (-9.816309, -7.090642, -5.165278)
H (-8.901070, -6.591206, -2.586429)
C (-4.627614, -7.645111, 4.824130)
O (-5.537794, -7.229309, 5.848717)
H (-5.103669, -7.915148, 3.922371)
H (-4.008060, -8.419004, 5.311052)
H (-3.882671, -6.897511, 4.600346)
H (-5.193404, -6.445947, 6.261248)
C (-1.488699, -5.284369, 1.682897)
O (-2.176599, -5.292302, 0.489794)
H (-2.126119, -5.768996, 2.473843)
H (-1.266245, -4.275998, 1.921111)
H (-0.623582, -5.888508, 1.418529)
H (-2.534542, -6.217466, 0.439565)
C (-5.357780, -11.640635, -4.359965)
O (-5.471360, -10.689423, -5.391094)
H (-5.982166, -11.328257, -3.560302)
H (-4.338856, -11.824036, -4.014991)
H (-5.698008, -12.614614, -4.678163)
H (-5.462056, -11.066112, -6.282748)
C (-1.891314, -9.303771, 2.513700)
O (-1.424402, -8.304761, 1.716866)
H (-2.661845, -9.914775, 1.981295)
H (-2.517284, -8.842430, 3.319484)
H (-1.026376, -9.863278, 2.997210)
H (-2.116683, -8.191542, 1.017233)
C (-5.220682, -6.990027, -6.263345)
O (-4.170664, -6.334707, -5.611621)
H (-6.155474, -6.608218, -5.725914)
H (-5.165146, -8.044210, -6.263931)
H (-5.152878, -6.742006, -7.294516)
H (-3.307519, -6.716693, -5.761584)
C (-7.566789, -9.892061, 0.497997)
O (-8.172273, -9.643208, 1.714334)
H (-8.380018, -10.417770, -0.079413)
H (-6.663686, -10.628732, 0.645529)
H (-7.414317, -8.921635, -0.062014)
H (-7.638475, -9.048833, 2.173589)
C (-5.140431, -10.630322, 2.951010)
O (-6.121962, -10.284581, 3.909844)
H (-4.179319, -10.907052, 3.412459)
H (-4.963408, -9.974969, 2.098798)
H (-5.560566, -11.602728, 2.544958)
H (-6.071384, -10.851297, 4.689977)
C (-3.912169, -2.719391, 1.738508)
O (-3.987606, -3.112378, 0.405223)
H (-4.835064, -2.229811, 1.957365)
H (-3.008303, -2.238173, 1.947896)
H (-3.903097, -3.592980, 2.369179)
H (-3.437840, -3.906013, 0.387271)
C (-9.489514, -6.482401, 1.623666)
O (-9.759568, -5.582355, 0.505108)
H (-10.334825, -6.467908, 2.420199)
H (-8.552062, -6.140108, 2.084763)
H (-9.397559, -7.448843, 1.232079)
H (-8.908449, -5.462022, 0.021250)
C (-6.452728, -4.137797, -3.974693)
O (-5.195986, -3.855478, -4.335475)
H (-7.186044, -4.305688, -4.765944)
H (-6.868430, -3.337532, -3.273329)
H (-6.481960, -5.036673, -3.321610)
H (-4.802523, -4.735808, -4.541154)
C (-2.726962, -6.031177, -2.943954)
O (-3.765633, -5.254487, -2.493465)
H (-2.246320, -5.605994, -3.817602)
H (-3.161034, -7.019551, -3.192934)
H (-1.905072, -6.151749, -2.281635)
H (-4.315437, -5.800741, -1.908042)
C (-2.641316, -9.112689, -4.933854)
O (-1.843939, -8.178559, -5.619111)
H (-2.040909, -9.659092, -4.185730)
H (-3.217404, -9.764484, -5.548867)
H (-3.463267, -8.739537, -4.393104)
H (-1.387725, -7.728266, -4.973630)
C (-0.630658, -9.768546, -0.810000)
O (-1.464571, -9.114424, -1.695031)
H (-0.053287, -10.472277, -1.338211)
H (-1.338306, -10.272741, -0.134429)
H (0.041832, -9.181092, -0.170953)
H (-2.095606, -8.611414, -1.115697)

Atoms 1-3, force components in eV/Å:
-0.2 0.6 -1.0
-1.2 1.4 -1.0
-0.6 0.4 -0.4



Computed, not measured: a structure of composition C49H47AlClN4O3STe in a non-equilibrium geometry, with ωB97M-V/def2-TZVPD.

## Properties
2S+1 = 2
Largest force on an atom = 0.0241 hartree/bohr
Energy above the lowest of the compared OMol25 structures with the same formula, charge and spin = 16.84 kcal per mole
Orbital gap (alpha / beta) = 4.2780 / 6.8746 eV
HOMO energy (alpha / beta) = -4.861 / -7.457 eV
Expectation value of S² = 0.766

Positions of all 107 atoms, in Å:
Al (2.335393, 0.284966, 0.117822)
C (-4.486017, -2.299482, -6.688370)
C (-3.395095, -2.086488, -5.676697)
C (-2.467993, -1.063643, -5.819973)
C (-1.497648, -0.822729, -4.860013)
C (-0.582696, 0.363085, -5.058323)
C (-1.415258, -1.639402, -3.709742)
Te (0.121677, -0.813948, -2.388278)
N (1.831696, -1.183084, -0.903639)
C (1.181905, -2.225798, -0.511249)
O (0.042272, -2.446442, -1.186214)
C (1.539418, -3.122449, 0.573350)
C (0.604521, -4.017688, 1.100262)
C (0.920342, -4.768645, 2.214628)
C (2.178089, -4.662497, 2.795492)
C (3.126859, -3.810572, 2.245737)
C (2.815188, -3.045994, 1.138596)
C (1.566619, -1.718636, -3.657241)
C (1.327782, -3.032277, -4.042254)
C (2.319126, -3.755308, -4.683130)
C (3.558851, -3.174480, -4.900984)
C (3.791964, -1.866372, -4.510681)
C (2.802879, -1.111371, -3.887884)
C (3.059514, 0.310621, -3.473849)
C (-2.363438, -2.657344, -3.547050)
C (-2.490052, -3.521006, -2.315697)
C (-3.325477, -2.863939, -4.533659)
H (-4.231069, -1.833182, -7.638703)
H (-5.421108, -1.859632, -6.335419)
H (-4.663502, -3.362118, -6.850775)
H (-2.534395, -0.416413, -6.687137)
H (-0.918762, 0.955661, -5.907971)
H (0.444417, 0.051584, -5.261510)
H (-0.589481, 1.017867, -4.179543)
H (-0.373047, -4.084999, 0.642089)
H (0.182930, -5.432372, 2.645965)
H (2.417403, -5.242358, 3.676715)
H (4.109611, -3.740995, 2.691946)
H (3.550527, -2.388347, 0.695707)
H (0.369272, -3.483364, -3.819880)
H (2.132181, -4.776961, -4.984632)
H (4.349607, -3.748499, -5.365460)
H (4.768316, -1.425439, -4.670089)
H (3.999523, 0.375597, -2.925734)
H (2.253544, 0.674184, -2.832147)
H (3.135227, 0.966406, -4.343366)
H (-1.759912, -3.265573, -1.560949)
H (-2.366998, -4.576468, -2.565210)
H (-3.492519, -3.404042, -1.899388)
H (-4.067439, -3.641068, -4.382460)
Cl (5.109180, -0.278961, -0.229211)
C (4.069467, 1.216047, -0.215058)
H (4.303326, 1.742145, -1.138314)
H (4.463087, 1.826151, 0.599199)
C (-5.827443, 3.392443, -1.672777)
C (-4.769368, 2.800816, -0.779188)
C (-4.657046, 1.421663, -0.686864)
C (-3.699779, 0.832860, 0.128509)
C (-2.845507, 1.628368, 0.863167)
C (-2.935562, 3.012851, 0.766837)
N (-2.095707, 3.829268, 1.530216)
C (-0.780102, 3.642607, 1.935300)
C (-0.465897, 4.216810, 3.177720)
C (0.785408, 4.118013, 3.741311)
C (1.794360, 3.455170, 3.068225)
C (1.527907, 2.916016, 1.830297)
C (0.269495, 2.989015, 1.222728)
C (0.225288, 2.394574, -0.162093)
O (-0.396361, 2.834155, -1.106747)
O (1.026921, 1.349127, -0.295554)
C (-3.909419, 3.611940, -0.037896)
C (-3.994925, 5.113305, -0.063389)
H (-6.440539, 2.600136, -2.099514)
H (-5.372313, 3.947295, -2.495358)
H (-6.476893, 4.068157, -1.115205)
H (-5.354074, 0.807998, -1.239380)
H (-3.688340, -0.242363, 0.266765)
H (-2.119454, 1.192035, 1.539083)
H (-2.576544, 4.559810, 2.027758)
H (-1.250652, 4.740454, 3.711174)
H (0.974941, 4.557584, 4.711358)
H (2.779596, 3.371945, 3.505159)
H (2.325909, 2.439274, 1.278862)
H (-3.001458, 5.541832, -0.201042)
H (-4.405415, 5.491969, 0.877577)
H (-4.635007, 5.462763, -0.868052)
S (1.453617, -1.513959, 6.275790)
C (1.661794, -0.960860, 4.617264)
C (2.903627, -0.421999, 4.183459)
C (3.053525, -0.027996, 2.894298)
N (2.053008, -0.125668, 1.951257)
C (0.843084, -0.635796, 2.387328)
C (0.624124, -1.048794, 3.665075)
C (1.630631, 0.083386, 7.078283)
C (0.560604, 0.968634, 7.093470)
C (0.743731, 2.205999, 7.689163)
N (1.892575, 2.599762, 8.231603)
C (2.908431, 1.745390, 8.206100)
C (2.831969, 0.474919, 7.651353)
H (3.722179, -0.322423, 4.882224)
H (3.986989, 0.386671, 2.534427)
H (0.063432, -0.688521, 1.635427)
H (-0.338728, -1.447944, 3.954154)
H (-0.388273, 0.689614, 6.657564)
H (-0.069468, 2.921682, 7.742490)
H (3.830145, 2.099880, 8.654680)
H (3.681207, -0.193779, 7.665966)

Atoms 1-3, force components in eV/Å:
0.2 0.5 0.9
0.1 0.0 0.0
0.0 0.0 0.1